# 1
{
  "formula": "C42H42BIrN9S3Sb",
  "method": "wB97M-V/def2-TZVPD",
  "elements": ["Ir", "C", "N", "C", "C", "N", "C", "C", "C", "C", "C", "C", "N", "C", "N", "C", "C", "C", "C", "C", "C", "N", "H", "H", "H", "H", "H", "H", "H", "H", "H", "H", "H", "H", "H", "H", "H", "C", "N", "C", "C", "N", "B", "N", "C", "C", "N", "C", "C", "S", "C", "S", "H", "H", "H", "H", "H", "H", "H", "H", "H", "H", "H", "H", "S", "Sb", "C", "C", "C", "C", "C", "C", "C", "C", "C", "C", "C", "C", "C", "C", "C", "C", "C", "C", "H", "H", "H", "H", "H", "H", "H", "H", "H", "H", "H", "H", "H", "H", "H"],
  "xyz": [[0.755598, 1.749927, -1.273048], [-1.360126, 3.443983, 0.246737], [0.086423, 3.275061, 0.391938], [0.551957, 2.937452, 1.734678], [1.604123, 1.896403, 1.604309], [1.915769, 1.299260, 0.471200], [2.946947, 0.395942, 0.770056], [3.668679, -0.473322, -0.035784], [4.665395, -1.215341, 0.564957], [4.936991, -1.113194, 1.937966], [4.212526, -0.265979, 2.751377], [3.222796, 0.487525, 2.132640], [2.350847, 1.453574, 2.621826], [-1.636297, 3.444288, -1.215239], [-0.777229, 2.965334, -2.096662], [-1.363822, 3.125914, -3.357490], [-0.897204, 2.816004, -4.630382], [-1.711439, 3.135565, -5.696704], [-2.966398, 3.737137, -5.509054], [-3.438433, 4.043989, -4.249699], [-2.605684, 3.731291, -3.183028], [-2.739531, 3.916913, -1.808457], [-1.733490, 4.352684, 0.725917], [-1.854201, 2.579810, 0.703276], [0.565773, 4.102329, 0.049066], [-0.278617, 2.516397, 2.302598], [0.926630, 3.807912, 2.277997], [3.464040, -0.549015, -1.087765], [5.261346, -1.887990, -0.039344], [5.739284, -1.700054, 2.365340], [4.416269, -0.182675, 3.810945], [2.314125, 1.779956, 3.573407], [0.055583, 2.325910, -4.765988], [-1.378078, 2.926659, -6.704696], [-3.573380, 3.970575, -6.373213], [-4.406870, 4.504800, -4.107700], [-3.524070, 4.347705, -1.346778], [-1.514892, -2.287078, -1.412763], [-0.089160, -2.261270, -1.719686], [0.812531, -3.253702, -1.437399], [1.995212, -2.868033, -1.971965], [1.817309, -1.653382, -2.589353], [2.951385, -1.096004, -3.551912], [2.524239, 0.192163, -4.326824], [2.246648, 0.201227, -5.669052], [2.177904, 1.489164, -6.084730], [2.398046, 2.269478, -4.976232], [2.438577, 3.729430, -4.947264], [2.593981, 1.460929, -3.913792], [2.864965, 2.040395, -2.302168], [0.552978, -1.278279, -2.384409], [-0.206717, 0.221008, -2.830641], [-1.725991, -3.194549, -0.852707], [-2.095706, -2.288799, -2.333376], [-1.785157, -1.421635, -0.817277], [0.538527, -4.145281, -0.899935], [2.946630, -3.372752, -1.975813], [3.152409, -1.940190, -4.384165], [3.925109, -0.852326, -2.892077], [2.141021, -0.710015, -6.231019], [2.005159, 1.906484, -7.061809], [2.115449, 4.105549, -5.913643], [3.448917, 4.075687, -4.745745], [1.779285, 4.101420, -4.167139], [-0.867623, -0.022771, 1.306553], [-1.463525, -1.586301, 2.859869], [-0.869970, -0.938181, 4.774704], [-1.048128, -1.758783, 5.884872], [-0.689668, -1.289852, 7.141337], [-0.160525, -0.013424, 7.283354], [0.017400, 0.799663, 6.170897], [-0.339039, 0.337820, 4.910373], [-0.375977, -3.325655, 2.358941], [1.008117, -3.204783, 2.450975], [1.812870, -4.259399, 2.043851], [1.237865, -5.423476, 1.546212], [-0.143329, -5.540499, 1.458049], [-0.958419, -4.489446, 1.863727], [-3.573893, -1.594171, 2.706653], [-4.173692, -0.372154, 2.997451], [-5.493331, -0.156541, 2.631832], [-6.206940, -1.153751, 1.976389], [-5.620815, -2.386670, 1.735012], [-4.297567, -2.612465, 2.096315], [-1.459729, -2.756408, 5.781515], [-0.830632, -1.919065, 8.010258], [0.112801, 0.349341, 8.265635], [0.422916, 1.796824, 6.293734], [-0.214745, 0.959032, 4.029037], [1.462124, -2.296985, 2.835424], [2.889337, -4.174421, 2.122399], [1.867884, -6.246845, 1.234529], [-0.589069, -6.453129, 1.083060], [-2.033375, -4.594673, 1.801485], [-3.616454, 0.407088, 3.505728], [-5.963397, 0.793514, 2.851918], [-7.225262, -0.969980, 1.659668], [-6.188444, -3.175782, 1.258834], [-3.852634, -3.580088, 1.907098]],
  "atomic_forces_ev_per_a": [[-0.975, 1.146, 0.596], [-0.186, -0.160, -0.045], [0.563, 0.026, -0.259], [-0.046, -0.030, 0.189], [0.130, -0.058, -0.069], [0.258, -0.634, -0.776], [-0.084, 0.141, 0.166], [-0.038, -0.074, 0.060], [-0.017, -0.037, -0.003], [-0.002, -0.025, -0.016], [-0.019, 0.044, 0.082], [-0.044, -0.006, -0.051], [0.184, -0.079, 0.154], [-0.025, 0.186, -0.076], [0.491, -0.833, -0.411], [-0.068, 0.097, 0.055], [0.032, -0.029, -0.020], [0.009, 0.040, 0.020], [0.024, 0.018, 0.005], [-0.084, 0.037, -0.015], [0.049, -0.030, 0.053], [-0.102, 0.062, -0.177], [0.007, 0.034, -0.023], [0.054, -0.014, 0.059], [-0.041, 0.070, 0.068], [-0.014, -0.037, -0.025], [0.037, 0.047, -0.053], [0.040, 0.027, -0.057], [-0.020, 0.025, 0.007], [-0.031, -0.013, -0.001], [0.012, 0.009, -0.016], [-0.061, 0.032, -0.012], [-0.106, 0.021, -0.014], [-0.020, -0.051, 0.020], [-0.002, -0.013, 0.017], [0.026, 0.015, 0.008], [0.035, 0.016, 0.053], [-0.044, -0.003, -0.067], [-0.061, 0.129, 0.154], [-0.041, -0.070, -0.035], [0.057, -0.056, -0.029], [-0.042, 0.042, -0.137], [0.048, -0.027, 0.048], [0.174, 0.004, -0.070], [0.024, -0.107, 0.011], [-0.027, 0.108, -0.049], [0.036, 0.063, 0.075], [0.047, -0.021, -0.004], [0.084, 0.076, -0.243], [-1.066, -0.181, 0.277], [0.007, -0.174, -0.127], [0.872, 0.181, 0.753], [0.051, -0.014, 0.004], [0.035, -0.066, -0.017], [0.040, 0.073, 0.085], [-0.030, 0.044, 0.005], [-0.032, 0.039, -0.068], [-0.026, 0.002, 0.080], [0.003, -0.009, -0.089], [0.043, 0.002, 0.045], [0.032, 0.024, 0.039], [-0.026, -0.039, -0.008], [0.034, -0.025, -0.022], [-0.046, -0.016, -0.001], [0.035, 0.060, 0.150], [-0.018, 0.429, -0.445], [-0.114, -0.163, -0.107], [0.054, 0.073, -0.001], [-0.018, -0.010, -0.005], [0.016, -0.008, -0.038], [-0.007, -0.012, 0.013], [0.020, 0.014, 0.079], [-0.300, 0.000, 0.098], [-0.020, -0.073, -0.034], [-0.006, -0.014, 0.005], [-0.011, 0.021, 0.033], [-0.010, 0.012, 0.009], [0.122, 0.021, 0.050], [0.221, -0.291, 0.042], [-0.048, -0.081, 0.016], [0.001, -0.001, 0.006], [0.015, 0.022, 0.045], [0.031, -0.052, -0.014], [-0.031, 0.079, 0.069], [-0.007, 0.015, 0.014], [0.015, 0.010, -0.009], [-0.007, -0.006, -0.016], [-0.012, -0.011, 0.002], [-0.030, -0.030, 0.016], [0.011, -0.003, -0.035], [-0.015, 0.007, -0.012], [-0.006, 0.011, 0.015], [0.008, 0.012, 0.008], [0.031, -0.025, -0.002], [-0.003, 0.040, -0.064], [-0.007, -0.026, 0.006], [-0.007, -0.022, 0.063], [0.008, 0.023, 0.000], [-0.022, 0.032, -0.062]],
  "lowdin_charge": [0.851, -0.110, -0.115, -0.140, -0.376, -0.053, -0.210, -0.022, -0.051, -0.065, -0.004, -0.173, 0.200, -0.286, -0.035, -0.235, -0.046, -0.046, -0.051, 0.008, -0.160, 0.202, 0.147, 0.094, 0.142, 0.085, 0.147, 0.035, 0.115, 0.114, 0.120, 0.176, 0.067, 0.115, 0.118, 0.123, 0.184, -0.037, -0.091, -0.009, -0.037, 0.009, -0.399, -0.016, -0.022, -0.021, -0.122, -0.012, -0.688, 0.733, -0.624, 0.753, 0.090, 0.099, 0.008, 0.117, 0.140, 0.090, 0.076, 0.136, 0.137, 0.103, 0.102, 0.076, 0.131, 1.313, -0.357, -0.104, -0.060, -0.059, -0.077, -0.148, -0.353, -0.123, -0.066, -0.073, -0.079, -0.122, -0.359, -0.141, -0.069, -0.063, -0.067, -0.113, 0.109, 0.116, 0.115, 0.106, 0.046, 0.096, 0.111, 0.116, 0.116, 0.083, 0.098, 0.111, 0.113, 0.114, 0.081],
  "e_lumo_ev": [-6.045, -6.044],
  "total_charge": 2,
  "homo_lumo_gap_ev": [6.573, 6.573],
  "largest_force_ev_per_a": 1.6,
  "homo_ev": [-12.62, -12.62],
  "mol_weight_da": 1093.85
}


# 2
{
  "formula": "C3H6N2O",
  "method": "wB97M-V/def2-TZVPD",
  "elements": ["H", "N", "C", "N", "C", "C", "O", "H", "H", "H", "H", "H"],
  "xyz": [[3.322854, -1.333343, -0.062575], [2.327736, -1.512560, -0.187579], [1.673317, -0.442015, 0.003095], [0.286577, -0.420526, -0.105764], [-0.473803, 0.712013, 0.103694], [-1.970315, 0.504526, -0.021286], [0.021852, 1.787293, 0.385320], [2.079675, 0.538040, 0.261178], [-0.185657, -1.282094, -0.335373], [-2.378955, 1.264249, -0.687554], [-2.264536, -0.480712, -0.393945], [-2.417461, 0.640360, 0.966722]],
  "atomic_forces_ev_per_a": [[-0.146, -0.054, -0.029], [-0.186, 0.364, 0.071], [0.094, -0.067, -0.007], [0.028, -0.072, -0.013], [0.083, 0.326, 0.101], [-0.048, -0.023, 0.027], [-0.267, -0.506, -0.153], [-0.033, -0.128, -0.033], [0.185, -0.020, 0.007], [0.054, 0.016, 0.092], [0.185, 0.105, 0.038], [0.051, 0.059, -0.101]],
  "lowdin_charge": [0.042, 0.082, -0.267, 0.084, -0.514, 0.001, 0.055, 0.128, 0.138, 0.087, 0.074, 0.090],
  "e_lumo_ev": 0.867,
  "total_charge": 0,
  "homo_lumo_gap_ev": 10.862,
  "largest_force_ev_per_a": 0.6,
  "homo_ev": -9.99,
  "de_lowest_ev": 0.372,
  "smiles": "[H]/N=C/NC(C)=O",
  "mol_weight_da": 86.09
}


# 3
{
  "formula": "C3H11N3O",
  "method": "wB97M-V/def2-TZVPD",
  "elements": ["H", "N", "C", "N", "O", "C", "C", "H", "H", "H", "H", "H", "H", "H", "N", "H", "H", "H"],
  "xyz": [[1.160614, 1.966063, -0.590222], [0.545307, 1.162056, -0.569867], [0.748789, 0.397091, 0.474559], [1.857315, 0.413105, 1.275059], [-0.151353, -0.497233, 0.896374], [-1.410897, -0.551652, 0.211028], [-2.363680, 0.534302, 0.682560], [2.003766, -0.428516, 1.810379], [2.699014, 0.781712, 0.863407], [-1.799943, -1.545519, 0.439077], [-1.237981, -0.477590, -0.864642], [-1.957656, 1.509839, 0.427043], [-2.503762, 0.471042, 1.761089], [-3.333128, 0.403713, 0.203429], [1.517384, -1.053060, -1.625522], [2.184559, -1.314712, -2.350734], [0.914689, -1.853555, -1.471472], [1.126963, 0.082912, -1.571545]],
  "atomic_forces_ev_per_a": [[0.362, -0.216, 0.017], [-0.748, 0.032, 1.655], [-0.002, 1.277, -0.508], [-0.294, -0.094, 0.133], [0.654, 0.150, -0.216], [-0.374, 0.043, -0.322], [0.292, -0.201, 0.061], [-0.069, 0.051, 0.064], [-0.149, -0.046, -0.120], [0.075, 0.082, 0.011], [0.004, -0.012, 0.124], [-0.075, 0.058, -0.013], [-0.015, 0.022, 0.037], [-0.012, 0.028, -0.054], [0.366, 2.081, -0.412], [-0.382, 0.406, 0.177], [-0.380, 0.620, -0.100], [0.746, -4.282, -0.532]],
  "lowdin_charge": [0.066, 0.054, -0.580, 0.164, -0.025, -0.233, -0.071, 0.106, 0.104, 0.121, 0.107, 0.067, 0.077, 0.077, -0.058, -0.024, -0.019, 0.067],
  "e_lumo_ev": 0.981,
  "total_charge": 0,
  "homo_lumo_gap_ev": 9.407,
  "largest_force_ev_per_a": 4.4,
  "homo_ev": -8.43,
  "de_lowest_ev": 1.634,
  "smiles": "[H]/N=C(\\N)OCC.N",
  "mol_weight_da": 105.14
}